Entry from the Open Molecules 2025 dataset: one molecule with the formula C15H20F3N3O2 (ωB97M-V with the def2-TZVPD basis set).

The geometry in ORCA input format:
```
! wB97M-V def2-TZVPD RIJCOSX def2/J DEFGRID3
* xyz 0 1
C 3.6908 3.7641 0.4169
C 2.6090 3.1590 -0.4645
O 1.9612 2.0635 0.1915
C 2.5192 0.8522 0.0634
O 3.5186 0.6243 -0.5655
C 1.6652 -0.1759 0.7701
N 1.3309 -1.3209 0.3530
C 1.7117 -1.8849 -0.9125
C 0.4597 -1.8800 -1.7933
C 2.2147 -3.3081 -0.6332
C 2.8042 -3.9845 -1.8632
N 1.2104 0.2357 2.0089
N 0.1456 -0.4596 2.5826
C -1.0022 -0.6521 1.8246
C -1.8502 -1.7265 2.0999
C -3.0268 -1.8930 1.3994
C -3.3877 -1.0043 0.3984
C -2.5482 0.0650 0.1287
C -2.8718 1.0587 -0.9469
F -3.0165 2.3089 -0.4616
F -1.8926 1.1428 -1.8713
F -3.9975 0.7846 -1.6175
C -1.3711 0.2562 0.8351
H 4.4694 3.0296 0.6087
H 3.2698 4.0905 1.3652
H 4.1313 4.6190 -0.0874
H 1.8131 3.8777 -0.6691
H 3.0394 2.7988 -1.4039
H 2.5083 -1.3145 -1.4085
H 0.6718 -2.3352 -2.7556
H -0.3392 -2.4296 -1.3006
H 0.1221 -0.8590 -1.9603
H 1.3862 -3.8975 -0.2369
H 2.9812 -3.2451 0.1425
H 3.2215 -4.9516 -1.5922
H 2.0471 -4.1447 -2.6262
H 3.5988 -3.3742 -2.2866
H 1.1907 1.2355 2.1691
H 0.4654 -1.3067 3.0412
H -1.5706 -2.4341 2.8661
H -3.6682 -2.7317 1.6221
H -4.2976 -1.1399 -0.1633
H -0.7436 1.1014 0.5960
*
```

Properties
* SMILES: CCOC(=O)/C(=N\[C@H](C)CC)NNc1cccc(C(F)(F)F)c1
* max |F|: 0.88 eV Å⁻¹
* energy: -1197.93754 Ha
* gap between HOMO and LUMO: 9.26 eV

Just the Mulliken charges please, in e? Sure, here they are: C -1.103; C -0.347; O -0.308; C 0.243; O -0.593; C 0.647; N -0.306; C 0.128; C -1.375; C -0.510; C -1.289; N -0.225; N -0.432; C 0.554; C -1.018; C -0.577; C -0.856; C 0.118; C 0.892; F -0.276; F -0.237; F -0.301; C -0.007; H 0.309; H 0.294; H 0.395; H 0.340; H 0.331; H 0.394; H 0.473; H 0.258; H 0.253; H 0.320; H 0.357; H 0.404; H 0.328; H 0.299; H 0.345; H 0.320; H 0.382; H 0.389; H 0.495; H 0.491

Entry from the Open Molecules 2025 dataset: a 2-piece molecular cluster, C15H20F4N2O3S overall at a distorted geometry (ωB97M-V with the def2-TZVPD basis set).

The geometry in ORCA input format:
```
! wB97M-V def2-TZVPD RIJCOSX def2/J DEFGRID3
* xyz 0 1
C -0.3005 0.5462 1.5664
C -0.7988 -0.5409 0.6354
C -2.1799 -0.7100 0.5384
C -2.7096 -1.6704 -0.3139
C -1.8668 -2.4774 -1.0682
C -0.4901 -2.3142 -0.9555
C 0.0634 -1.3544 -0.1064
C 1.5702 -1.1936 0.0186
N 2.2994 -2.1641 -0.8171
C 3.5166 -1.5936 -1.4427
C 3.1413 -1.1170 -2.8541
C 2.9958 -2.2160 -3.8544
F 1.9802 -2.0706 -4.7301
C 3.7908 -3.2727 -4.0446
F 4.1045 -3.6788 -5.2601
F 4.2984 -4.0519 -3.1233
S 2.5416 -3.6127 -0.0545
O 2.2829 -4.6644 -0.9723
O 1.8342 -3.6497 1.1761
F 4.0752 -3.6545 0.2570
H -0.7569 1.4967 1.3234
H -0.5993 0.2981 2.5822
H 0.7817 0.6290 1.5339
H -2.8496 -0.0938 1.1210
H -3.7765 -1.8120 -0.4265
H -2.2433 -3.2413 -1.7312
H 0.1335 -2.9611 -1.5546
H 1.8136 -1.2915 1.0761
H 1.8430 -0.1812 -0.2738
H 4.3090 -2.3242 -1.5390
H 3.8472 -0.7161 -0.8927
H 3.9349 -0.4580 -3.2138
H 2.2163 -0.5419 -2.8463
C -4.0254 5.6238 3.2241
N -3.2030 4.6004 2.6092
C -2.7403 4.7865 1.2440
C -2.8506 3.4776 3.2604
O -2.1633 2.5915 2.7875
H -4.9433 5.7599 2.6490
H -3.4822 6.5702 3.2549
H -4.2861 5.3344 4.2397
H -3.1025 3.9731 0.6144
H -1.6502 4.7786 1.2168
H -3.1065 5.7347 0.8591
H -3.2489 3.4272 4.2874
*
```

Properties
* SMILES: Cc1ccccc1CN(CCC(F)=C(F)F)S(=O)(=O)F.CN(C)C=O
* max |F|: 2.36 eV Å⁻¹
* energy: -1716.37843 Ha
* gap between HOMO and LUMO: 9.25 eV

Just the Mulliken charges please, in e? Sure, here they are: C -1.466; C 0.810; C -0.589; C -0.420; C -0.891; C -0.585; C 0.901; C -1.719; N 0.507; C -1.288; C -0.266; C 0.195; F -0.329; C 0.345; F -0.238; F -0.163; S 1.168; O -0.588; O -0.599; F -0.242; H 0.280; H 0.312; H 0.383; H 0.508; H 0.390; H 0.419; H 0.381; H 0.512; H 0.607; H 0.680; H 0.330; H 0.436; H 0.231; C -0.904; N 0.105; C -0.912; C 0.118; O -0.550; H 0.335; H 0.333; H 0.290; H 0.283; H 0.281; H 0.370; H 0.239

Entry from the Open Molecules 2025 dataset: C15H20IN4OOsS as an isolated structure (ωB97M-V with the def2-TZVPD basis set).

The geometry in ORCA input format:
```
! wB97M-V def2-TZVPD RIJCOSX def2/J DEFGRID3
* xyz 3 5
Os 0.2134 0.6603 -0.4619
S -0.6680 -1.1882 -1.4189
C 1.0378 -1.7026 -1.4305
C 1.6532 -2.8118 -1.9705
C 3.0332 -2.8874 -1.8332
C 3.7420 -1.8707 -1.1903
C 3.0581 -0.7800 -0.6979
N 1.7190 -0.7144 -0.8156
H 1.0837 -3.5777 -2.4779
H 3.5650 -3.7399 -2.2363
H 4.8161 -1.9236 -1.0885
H 3.5500 0.0542 -0.2161
I 1.0123 2.9172 -1.9559
C -1.0307 3.0306 -1.5284
C -1.8885 3.9918 -2.0048
C -3.2306 3.8605 -1.6546
C -3.6410 2.7866 -0.8745
C -2.7076 1.8609 -0.4549
N -1.4039 1.9883 -0.7687
H -1.5359 4.8069 -2.6195
H -3.9491 4.5921 -2.0010
H -4.6786 2.6573 -0.6039
H -2.9792 0.9943 0.1323
C 0.0127 -2.0403 2.6036
N 0.0480 -0.9715 3.5954
C -0.3032 -1.3330 4.9644
C 0.3058 0.3034 3.0676
O 0.2826 0.4225 1.8284
N 0.5972 1.3150 3.9018
C 0.8290 2.6411 3.3137
C 0.7959 1.2777 5.3595
H 0.0108 -2.9948 3.1169
H 0.8694 -1.9379 1.9369
H -0.8965 -1.9287 2.0023
H -0.7798 -2.3078 4.9368
H -0.9826 -0.5980 5.3927
H 0.6038 -1.3989 5.5725
H 0.6709 2.6216 2.2439
H 1.8504 2.9436 3.5502
H 0.1412 3.3394 3.7935
H 1.4731 0.4729 5.6364
H -0.1568 1.1782 5.8750
H 1.2427 2.2264 5.6384
*
```

Properties
* max |F|: 0.43 eV Å⁻¹
* energy: -1663.32490 Ha
* gap between HOMO and LUMO (alpha / beta): 7.95 / 4.74 eV

Just the Mulliken charges please, in e? Sure, here they are: Os 1.129; S -0.242; C 0.616; C -0.710; C -0.167; C -0.671; C -0.193; N -0.155; H 0.476; H 0.448; H 0.452; H 0.495; I 0.132; C 0.493; C -0.505; C -0.207; C -0.715; C -0.026; N -0.218; H 0.449; H 0.455; H 0.433; H 0.465; C -0.769; N 0.258; C -0.882; C 0.413; O -0.871; N 0.189; C -0.915; C -0.928; H 0.451; H 0.270; H 0.317; H 0.427; H 0.340; H 0.365; H 0.123; H 0.435; H 0.424; H 0.379; H 0.351; H 0.390

Entry from the Open Molecules 2025 dataset: one molecule with the formula C15H20N2O (ωB97M-V with the def2-TZVPD basis set).

The geometry in ORCA input format:
```
! wB97M-V def2-TZVPD RIJCOSX def2/J DEFGRID3
* xyz 0 1
C -0.9581 -0.0895 -1.8565
C -2.2232 0.0540 -1.0883
N -3.4001 0.1136 -1.6849
N -4.3001 0.2395 -0.7065
C -3.7305 0.2621 0.5229
C -4.5346 0.4039 1.7639
C -2.3708 0.1400 0.3165
C -1.2696 0.1356 1.3206
C -0.7768 1.5591 1.6129
C 0.5669 1.5831 2.3436
C 1.7556 1.3086 1.4235
O 1.7668 -0.0592 1.0722
C 2.5936 -0.4834 0.0792
C 2.4288 -1.8119 -0.3182
C 3.2118 -2.3427 -1.3210
C 4.1716 -1.5616 -1.9464
C 4.3406 -0.2484 -1.5512
C 3.5610 0.2968 -0.5439
H -1.1871 -0.2125 -2.9108
H -0.3312 0.7926 -1.7309
H -0.3930 -0.9529 -1.5078
H -5.2799 0.2997 -0.9304
H -3.9368 0.1244 2.6272
H -5.4176 -0.2328 1.7257
H -4.8638 1.4356 1.8945
H -0.4397 -0.4530 0.9326
H -1.6077 -0.3267 2.2513
H -1.5251 2.0777 2.2168
H -0.6826 2.1060 0.6717
H 0.7194 2.5683 2.7893
H 0.5657 0.8418 3.1439
H 1.6737 1.9307 0.5216
H 2.6924 1.5655 1.9403
H 1.6782 -2.4067 0.1792
H 3.0715 -3.3710 -1.6196
H 4.7829 -1.9763 -2.7333
H 5.0892 0.3676 -2.0277
H 3.7214 1.3225 -0.2501
*
```

Properties
* SMILES: Cc1n[nH]c(C)c1CCCCOc1ccccc1
* max |F|: 0.77 eV Å⁻¹
* energy: -768.32372 Ha
* gap between HOMO and LUMO: 9.41 eV

Just the Mulliken charges please, in e? Sure, here they are: C -0.904; C 0.460; N -1.040; N 0.351; C -0.613; C -1.471; C 0.941; C -0.061; C -0.443; C -1.011; C -0.596; O -0.278; C 0.610; C -0.281; C -0.529; C -0.497; C -0.630; C -0.372; H 0.372; H 0.222; H 0.205; H 0.173; H 0.308; H 0.431; H 0.301; H -0.233; H 0.420; H 0.336; H 0.336; H 0.417; H 0.305; H 0.440; H 0.420; H 0.427; H 0.371; H 0.385; H 0.362; H 0.366

What did the second record say?
Entry from the Open Molecules 2025 dataset: a 2-piece molecular cluster, C15H20F4N2O3S overall at a distorted geometry (ωB97M-V with the def2-TZVPD basis set).

The geometry in ORCA input format:
```
! wB97M-V def2-TZVPD RIJCOSX def2/J DEFGRID3
* xyz 0 1
C -0.3005 0.5462 1.5664
C -0.7988 -0.5409 0.6354
C -2.1799 -0.7100 0.5384
C -2.7096 -1.6704 -0.3139
C -1.8668 -2.4774 -1.0682
C -0.4901 -2.3142 -0.9555
C 0.0634 -1.3544 -0.1064
C 1.5702 -1.1936 0.0186
N 2.2994 -2.1641 -0.8171
C 3.5166 -1.5936 -1.4427
C 3.1413 -1.1170 -2.8541
C 2.9958 -2.2160 -3.8544
F 1.9802 -2.0706 -4.7301
C 3.7908 -3.2727 -4.0446
F 4.1045 -3.6788 -5.2601
F 4.2984 -4.0519 -3.1233
S 2.5416 -3.6127 -0.0545
O 2.2829 -4.6644 -0.9723
O 1.8342 -3.6497 1.1761
F 4.0752 -3.6545 0.2570
H -0.7569 1.4967 1.3234
H -0.5993 0.2981 2.5822
H 0.7817 0.6290 1.5339
H -2.8496 -0.0938 1.1210
H -3.7765 -1.8120 -0.4265
H -2.2433 -3.2413 -1.7312
H 0.1335 -2.9611 -1.5546
H 1.8136 -1.2915 1.0761
H 1.8430 -0.1812 -0.2738
H 4.3090 -2.3242 -1.5390
H 3.8472 -0.7161 -0.8927
H 3.9349 -0.4580 -3.2138
H 2.2163 -0.5419 -2.8463
C -4.0254 5.6238 3.2241
N -3.2030 4.6004 2.6092
C -2.7403 4.7865 1.2440
C -2.8506 3.4776 3.2604
O -2.1633 2.5915 2.7875
H -4.9433 5.7599 2.6490
H -3.4822 6.5702 3.2549
H -4.2861 5.3344 4.2397
H -3.1025 3.9731 0.6144
H -1.6502 4.7786 1.2168
H -3.1065 5.7347 0.8591
H -3.2489 3.4272 4.2874
*
```

Properties
* SMILES: Cc1ccccc1CN(CCC(F)=C(F)F)S(=O)(=O)F.CN(C)C=O
* max |F|: 2.36 eV Å⁻¹
* energy: -1716.37843 Ha
* gap between HOMO and LUMO: 9.25 eV

Just the Mulliken charges please, in e? Sure, here they are: C -1.466; C 0.810; C -0.589; C -0.420; C -0.891; C -0.585; C 0.901; C -1.719; N 0.507; C -1.288; C -0.266; C 0.195; F -0.329; C 0.345; F -0.238; F -0.163; S 1.168; O -0.588; O -0.599; F -0.242; H 0.280; H 0.312; H 0.383; H 0.508; H 0.390; H 0.419; H 0.381; H 0.512; H 0.607; H 0.680; H 0.330; H 0.436; H 0.231; C -0.904; N 0.105; C -0.912; C 0.118; O -0.550; H 0.335; H 0.333; H 0.290; H 0.283; H 0.281; H 0.370; H 0.239